1.
{
  "formula": "C35H73N3O21S2",
  "method": "ωB97M-V with the def2-TZVPD basis set",
  "species": ["C", "N", "O", "O", "H", "H", "H", "C", "N", "O", "O", "H", "H", "H", "C", "N", "O", "O", "H", "H", "H", "C", "C", "C", "O", "C", "H", "H", "H", "H", "H", "H", "H", "H", "C", "C", "C", "O", "C", "H", "H", "H", "H", "H", "H", "H", "H", "C", "C", "C", "O", "C", "H", "H", "H", "H", "H", "H", "H", "H", "C", "C", "C", "O", "C", "H", "H", "H", "H", "H", "H", "H", "H", "C", "C", "C", "O", "C", "H", "H", "H", "H", "H", "H", "H", "H", "C", "C", "C", "O", "C", "H", "H", "H", "H", "H", "H", "H", "H", "C", "C", "C", "O", "C", "H", "H", "H", "H", "H", "H", "H", "H", "C", "C", "O", "S", "O", "O", "O", "H", "H", "H", "H", "C", "C", "O", "S", "O", "O", "O", "H", "H", "H", "H"],
  "xyz": [[-1.785, -2.168, -3.464], [-2.323, -0.864, -3.793], [-2.484, -0.562, -4.978], [-2.619, -0.135, -2.860], [-2.475, -2.608, -2.767], [-0.799, -1.944, -3.000], [-1.732, -2.732, -4.395], [-5.373, 1.413, -3.007], [-6.847, 1.284, -3.021], [-7.291, 0.132, -3.064], [-7.475, 2.303, -3.035], [-4.888, 0.473, -2.808], [-5.065, 2.174, -2.300], [-5.039, 1.696, -4.001], [-2.917, 5.605, 3.186], [-1.762, 4.773, 2.631], [-1.995, 3.929, 1.758], [-0.663, 4.985, 3.078], [-3.574, 5.717, 2.325], [-2.419, 6.536, 3.489], [-3.313, 5.031, 4.035], [4.003, -2.771, -0.849], [3.010, -3.592, -1.673], [2.935, -2.730, -2.943], [3.120, -1.353, -2.472], [3.800, -1.298, -1.267], [5.038, -3.040, -1.027], [3.794, -2.896, 0.208], [2.044, -3.708, -1.209], [3.340, -4.559, -2.074], [2.000, -2.788, -3.488], [3.695, -2.996, -3.665], [3.146, -0.830, -0.571], [4.752, -0.784, -1.306], [0.181, -6.489, 1.599], [1.486, -7.241, 2.025], [2.561, -6.091, 2.018], [1.791, -4.944, 2.159], [0.688, -5.065, 1.366], [-0.514, -6.566, 2.420], [-0.339, -6.958, 0.767], [1.748, -8.041, 1.346], [1.453, -7.684, 3.026], [3.074, -5.953, 1.052], [3.173, -6.171, 2.884], [0.892, -4.907, 0.275], [0.100, -4.218, 1.675], [2.006, 3.108, 1.867], [2.933, 2.154, 1.060], [4.266, 2.361, 1.847], [4.279, 3.779, 1.992], [2.975, 4.269, 2.090], [1.619, 2.721, 2.794], [1.160, 3.444, 1.243], [3.041, 2.611, 0.067], [2.637, 1.103, 0.952], [5.052, 2.020, 1.144], [4.340, 1.866, 2.805], [2.840, 5.079, 1.368], [2.921, 4.817, 3.038], [-2.360, 1.441, 4.184], [-2.634, 0.605, 5.450], [-1.179, 0.364, 5.831], [-0.530, -0.018, 4.614], [-1.166, 0.721, 3.531], [-2.007, 2.390, 4.513], [-3.236, 1.486, 3.558], [-3.271, -0.277, 5.356], [-3.012, 1.301, 6.191], [-1.066, -0.504, 6.507], [-0.599, 1.232, 6.188], [-1.518, 0.080, 2.721], [-0.516, 1.502, 3.151], [2.961, 3.322, -5.151], [2.626, 1.810, -5.023], [2.156, 1.731, -3.541], [1.430, 2.940, -3.391], [1.993, 3.961, -4.198], [2.758, 3.659, -6.174], [3.999, 3.568, -4.860], [3.517, 1.151, -5.183], [1.789, 1.489, -5.587], [3.033, 1.784, -2.931], [1.609, 0.817, -3.342], [2.416, 4.735, -3.528], [1.135, 4.476, -4.657], [-1.098, 4.604, -2.935], [-2.359, 4.769, -2.042], [-2.761, 6.244, -2.134], [-2.332, 6.553, -3.450], [-1.141, 5.887, -3.875], [-1.122, 3.624, -3.417], [-0.152, 4.729, -2.401], [-2.240, 4.532, -0.998], [-3.078, 4.100, -2.498], [-2.325, 6.958, -1.429], [-3.868, 6.288, -2.094], [-0.332, 6.601, -3.774], [-1.235, 5.530, -4.912], [-3.308, -4.422, -0.675], [-3.307, -5.618, 0.272], [-4.563, -5.272, 1.055], [-4.419, -3.893, 1.403], [-3.640, -3.316, 0.336], [-4.138, -4.616, -1.369], [-2.433, -4.282, -1.309], [-2.403, -5.527, 0.909], [-3.428, -6.597, -0.179], [-4.681, -5.779, 2.009], [-5.397, -5.475, 0.361], [-2.697, -3.055, 0.811], [-4.091, -2.466, -0.154], [-1.549, 1.097, -0.236], [-0.039, 1.317, -0.734], [0.311, -0.061, -1.187], [-0.281, -1.051, -0.077], [0.443, -0.868, 1.083], [-0.535, -2.327, -0.677], [-1.675, -0.301, 0.183], [-2.207, 1.256, -1.064], [-1.769, 1.647, 0.667], [0.640, 1.528, 0.108], [0.102, 2.023, -1.564], [3.436, -2.577, 3.991], [2.774, -1.661, 2.997], [3.839, -0.873, 2.385], [5.245, -1.460, 2.665], [5.919, -0.796, 3.692], [5.814, -1.914, 1.446], [4.739, -2.792, 3.424], [2.935, -3.551, 4.108], [3.500, -2.066, 4.941], [2.048, -0.968, 3.393], [2.331, -2.169, 2.161]],
  "forces_ev_per_angstrom": [[1.09, -0.23, -0.27], [-1.03, 1.40, -1.49], [0.29, -0.33, 1.33], [0.17, -0.04, -0.13], [0.02, -0.21, 0.41], [-0.71, -0.58, -0.27], [0.21, 0.02, 0.24], [0.78, -0.02, -0.22], [0.62, -1.81, -0.18], [0.09, 1.31, 0.09], [-0.77, 0.48, 0.07], [-0.28, -0.29, 0.31], [-0.22, 0.10, 0.08], [-0.26, 0.25, -0.16], [1.24, -0.39, -0.56], [-0.26, -0.73, -0.65], [-0.16, 0.91, 0.89], [0.11, 0.07, 0.20], [-0.31, 0.05, 0.48], [-0.54, -0.30, 0.04], [-0.07, 0.33, -0.44], [-0.05, -0.24, 0.62], [0.63, 0.45, -1.80], [-0.22, 1.18, 0.98], [-0.77, -0.48, -2.39], [0.01, -1.80, 0.64], [0.09, -0.32, -0.02], [0.25, -0.07, 0.16], [-0.31, 0.12, 0.23], [0.18, -0.09, 0.85], [-0.38, 0.18, 0.12], [0.58, 0.01, -0.04], [-0.40, 0.77, 0.85], [0.20, 0.28, -0.25], [0.28, -0.69, 0.54], [0.53, 0.61, -0.44], [-1.19, -0.94, -0.84], [1.19, 1.34, 1.28], [-1.09, 0.14, -1.37], [-0.32, 0.35, 0.40], [0.27, 0.15, -0.31], [0.06, -0.15, -0.25], [-0.30, 0.22, -0.16], [0.39, -0.74, 0.36], [1.03, 0.01, 0.29], [0.21, -0.18, 0.56], [-1.05, 0.00, -0.05], [-0.01, 0.30, -1.34], [0.05, 0.17, 1.37], [-0.78, 0.22, -2.36], [1.46, -0.67, -0.09], [-0.42, 1.10, 0.48], [-0.03, -0.44, 0.34], [0.16, -0.11, 0.43], [0.20, -0.29, 0.12], [-0.09, 0.27, 0.22], [0.17, 0.42, 0.80], [-0.14, -0.31, 0.24], [-0.02, -0.21, -0.47], [-0.52, -0.48, 0.27], [-0.25, -1.78, 0.02], [1.09, 1.77, 0.44], [0.51, -1.73, -0.15], [-0.34, 0.13, -1.27], [-0.64, 0.27, 0.78], [-0.13, 1.02, 0.13], [-0.15, 0.39, -0.41], [0.37, 0.07, -0.14], [-0.69, -0.21, 0.29], [0.13, 0.58, -0.06], [-0.80, 0.01, 0.42], [0.43, -0.31, 0.20], [0.55, -0.19, -0.29], [0.08, -0.55, -0.76], [1.68, -0.11, 1.80], [0.98, 0.66, -1.84], [-0.85, -0.75, 0.75], [-0.99, 1.15, 0.95], [0.38, 0.06, 0.18], [-0.45, -0.38, -0.31], [-0.86, 0.51, -0.10], [-0.62, -0.11, -1.11], [0.66, -0.27, 0.82], [-0.45, 0.22, 0.30], [0.30, -0.39, -0.29], [0.28, -0.25, -0.32], [0.59, 1.54, 0.56], [0.96, 0.30, 0.19], [-0.19, -1.24, -1.50], [-0.67, 1.23, -1.22], [-1.62, -1.67, 0.90], [0.25, 0.40, -0.25], [-0.19, -0.58, 0.35], [0.31, -0.63, 0.39], [-0.68, 0.24, 0.20], [0.14, -0.39, 0.30], [0.56, 0.46, -0.10], [0.56, -0.28, 0.10], [-0.16, 0.65, 0.18], [-0.98, -0.72, -0.19], [0.46, 0.31, 0.54], [0.34, -0.08, 0.50], [-0.36, -0.08, -1.37], [1.08, -0.28, -0.05], [-0.04, 0.42, 0.01], [0.26, 0.16, 0.51], [-0.50, -0.50, -0.19], [0.39, -0.12, -0.19], [-0.16, -0.36, -0.16], [-0.21, 0.25, 0.52], [0.11, 0.61, -0.14], [-0.39, 0.37, 0.27], [1.67, -0.08, 0.21], [-0.78, -1.30, 0.93], [-0.63, 0.25, 0.25], [-2.45, 0.53, -3.35], [2.34, -0.41, 3.04], [0.49, 0.67, 0.59], [0.64, -0.01, -1.11], [-0.55, 0.11, -0.17], [-0.10, 0.58, -0.18], [-0.40, 0.16, -0.41], [-0.19, -0.42, 0.20], [0.17, -0.15, -0.15], [-0.42, 0.18, -0.82], [-0.43, 0.87, 0.10], [-0.87, -3.51, 0.33], [1.39, 2.17, 0.44], [0.61, 0.87, 0.01], [-0.55, -0.52, -0.27], [0.18, 0.49, -0.22], [0.32, -0.03, 0.45], [-0.12, 0.15, 0.33], [-0.30, -0.52, -0.17]],
  "mulliken_charge": [-0.25, 0.84, -0.59, -0.34, 0.15, -0.13, 0.32, -0.50, 0.93, -0.55, -0.56, 0.12, 0.19, 0.34, -0.77, 0.81, -0.42, -0.51, 0.28, 0.32, 0.26, -0.01, 0.28, -0.69, -0.41, 0.48, 0.40, -0.33, -0.59, 0.46, 0.28, 0.39, -0.58, 0.39, -0.53, -0.71, -0.49, -0.20, 0.16, 0.30, 0.39, 0.32, 0.25, 0.25, 0.36, -0.26, 0.18, 0.05, 0.51, -0.46, -0.49, -0.70, -0.02, 0.17, -0.15, -0.14, 0.39, 0.32, 0.27, 0.30, -0.59, -0.62, -0.68, -0.32, 1.35, 0.18, 0.46, 0.31, 0.35, 0.30, 0.30, -0.47, -0.50, -0.56, -0.74, -0.01, -0.16, -0.32, 0.32, 0.26, 0.31, 0.42, 0.12, -0.01, 0.28, 0.04, 0.01, 0.31, -0.53, -0.48, -0.54, 0.22, 0.00, 0.00, -0.13, 0.30, 0.30, 0.32, 0.30, -0.58, -0.22, -0.62, -0.45, 0.20, 0.31, 0.22, -0.11, 0.49, 0.37, 0.29, -0.28, 0.34, 0.40, 0.78, 0.15, 0.60, -0.36, -0.36, -0.55, -0.02, 0.08, -0.65, -0.23, -0.13, 0.40, 0.00, 1.10, -0.59, -0.58, -0.42, 0.27, 0.31, -0.07, -0.30],
  "lumo_ev": -0.38,
  "gap_ev": 8.9,
  "smiles": "C[N+](=O)[O-].C[N+](=O)[O-].C[N+](=O)[O-].O=S1(=O)OCCO1.O=S1(=O)OCCO1.C1CCOC1.C1CCOC1.C1CCOC1.C1CCOC1.C1CCOC1.C1CCOC1.C1CCOC1",
  "multiplicity": 1,
  "de_lowest_ev": 0.000,
  "total_energy_ev": -106601.923
}

=====

2.
{
  "formula": "CH2N2O3",
  "method": "ωB97M-V with the def2-TZVPD basis set",
  "species": ["C", "N", "N", "O", "O", "O", "H", "H"],
  "xyz": [[0.595, -0.404, 1.656], [0.870, -0.473, 2.775], [-1.242, 0.764, -2.088], [0.191, -0.093, 0.618], [0.096, 0.311, -2.140], [-1.814, 0.763, -3.168], [0.480, 0.137, -1.201], [0.825, -1.005, 3.548]],
  "forces_ev_per_angstrom": [[-1.51, 0.81, -1.44], [1.63, 1.26, 1.02], [-1.24, -0.25, -1.98], [0.03, -0.08, -2.09], [-0.04, -0.33, 0.09], [2.95, -0.21, 3.42], [-1.75, 0.82, -1.69], [-0.05, -2.02, 2.66]],
  "mulliken_charge": [0.39, -0.25, 0.26, -0.50, -0.34, -0.33, 0.50, 0.26],
  "lumo_ev": 0.37,
  "gap_ev": 10.4,
  "smiles": "N=C=O.O=NO",
  "multiplicity": 1,
  "de_lowest_ev": 1.281,
  "total_energy_ev": -10188.815
}

=====

3.
{
  "formula": "C3H5NO2",
  "method": "ωB97M-V with the def2-TZVPD basis set",
  "species": ["N", "C", "O", "C", "C", "O", "H", "H", "H", "H", "H"],
  "xyz": [[1.947, 0.500, 0.810], [0.921, 0.632, -0.154], [1.336, -0.652, 0.090], [-1.476, -1.032, 0.158], [-1.355, 0.251, -0.152], [-0.311, 1.022, 0.330], [2.848, 0.587, 0.337], [1.133, 1.024, -1.150], [-0.770, -1.482, 0.842], [-2.233, -1.646, -0.314], [-2.040, 0.795, -0.797]],
  "forces_ev_per_angstrom": [[0.18, -0.07, 0.04], [-0.20, 0.22, -0.22], [0.10, -0.26, 0.09], [0.01, 0.23, -0.16], [-0.16, -0.44, -0.16], [0.20, 0.13, 0.15], [-0.02, 0.25, 0.04], [0.02, -0.05, 0.08], [-0.10, -0.10, -0.10], [-0.11, 0.14, 0.19], [0.08, -0.05, 0.05]],
  "mulliken_charge": [-0.47, 0.31, -0.35, -0.59, -0.13, -0.35, 0.29, 0.40, 0.27, 0.26, 0.37],
  "lumo_ev": 0.99,
  "gap_ev": 10.8,
  "smiles": "C=CO[C@H]1NO1",
  "multiplicity": 1,
  "de_lowest_ev": 4.308,
  "total_energy_ev": -8773.387
}

=====

4.
{
  "formula": "C10H22CrN3O5S2",
  "method": "ωB97M-V with the def2-TZVPD basis set",
  "species": ["Cr", "C", "C", "O", "C", "C", "O", "C", "C", "O", "C", "C", "O", "H", "H", "H", "H", "H", "H", "H", "H", "H", "H", "H", "H", "H", "H", "H", "H", "O", "S", "N", "C", "N", "C", "N", "S", "H", "H", "H", "H", "H", "H"],
  "xyz": [[-0.259, -0.476, -0.326], [-1.134, 2.059, -1.199], [-0.103, 1.737, -2.269], [0.417, 0.401, -1.982], [1.798, 0.197, -2.403], [2.558, -0.576, -1.316], [1.815, -0.396, -0.102], [2.158, -1.255, 0.994], [1.368, -0.684, 2.159], [0.074, -0.264, 1.635], [-0.411, 0.972, 2.254], [-1.250, 1.724, 1.237], [-0.546, 1.528, -0.001], [-1.271, 3.138, -1.106], [-2.094, 1.571, -1.375], [-0.529, 1.738, -3.271], [0.732, 2.434, -2.212], [1.788, -0.350, -3.345], [2.239, 1.179, -2.563], [2.612, -1.639, -1.546], [3.562, -0.170, -1.181], [1.855, -2.275, 0.741], [3.231, -1.227, 1.185], [1.213, -1.399, 2.965], [1.872, 0.201, 2.545], [-0.972, 0.719, 3.153], [0.462, 1.566, 2.520], [-2.260, 1.327, 1.137], [-1.295, 2.787, 1.478], [-2.235, -2.381, 1.619], [-2.972, -1.518, 0.692], [-2.160, -0.663, -0.221], [-0.390, -5.579, 1.275], [-0.349, -4.276, 0.621], [0.061, -4.087, -0.611], [0.507, -5.106, -1.340], [0.082, -2.539, -1.411], [-0.908, -5.462, 2.222], [0.616, -5.953, 1.464], [-0.950, -6.299, 0.675], [-0.744, -3.480, 1.121], [0.482, -6.055, -1.002], [0.776, -4.955, -2.298]],
  "forces_ev_per_angstrom": [[-0.17, 0.28, -0.18], [-0.04, -0.03, -0.15], [-0.03, 0.04, 0.04], [-0.02, 0.06, 0.03], [0.05, -0.04, -0.02], [-0.01, -0.07, -0.11], [-0.02, 0.07, 0.01], [-0.10, -0.07, 0.06], [0.07, -0.01, -0.10], [0.09, 0.12, 0.19], [-0.01, 0.04, -0.05], [-0.07, -0.07, 0.02], [-0.05, -0.03, 0.14], [0.03, -0.03, -0.04], [0.03, 0.03, 0.01], [-0.02, 0.05, 0.05], [-0.03, -0.01, -0.01], [0.04, 0.01, 0.04], [-0.01, -0.03, 0.01], [0.02, 0.05, 0.01], [-0.03, -0.01, -0.03], [0.07, 0.01, 0.03], [-0.03, 0.05, 0.06], [0.03, -0.04, -0.05], [-0.01, -0.02, 0.03], [-0.03, 0.02, -0.05], [-0.01, -0.01, 0.01], [0.02, 0.06, 0.02], [0.05, -0.03, 0.04], [-0.13, 0.12, -0.09], [0.07, -0.18, 0.02], [0.49, -0.18, 0.10], [-0.05, -0.05, 0.03], [0.04, 0.22, 0.24], [-0.01, 0.08, -0.16], [-0.06, -0.02, 0.11], [-0.10, -0.18, -0.04], [0.02, -0.01, 0.00], [0.00, -0.02, -0.01], [0.00, 0.01, 0.00], [-0.10, -0.18, -0.23], [0.00, 0.01, 0.00], [0.00, 0.02, 0.00]],
  "mulliken_spin": [1.03, 0.00, 0.00, -0.01, 0.00, 0.00, -0.01, 0.00, 0.00, -0.02, 0.00, 0.00, 0.00, 0.00, 0.00, 0.00, 0.00, 0.00, 0.00, 0.00, 0.00, 0.00, 0.00, 0.00, 0.00, 0.00, 0.00, 0.00, 0.00, 0.03, 0.04, -0.07, 0.00, 0.00, 0.01, 0.00, 0.00, 0.00, 0.00, 0.00, 0.00, 0.00, 0.00],
  "lumo_ev": [-7.49, -7.20],
  "gap_ev": [8.0, 8.4],
  "s_squared": 0.759,
  "total_charge": 2,
  "multiplicity": 2,
  "de_lowest_ev": 0.000,
  "total_energy_ev": -75510.762
}